A molecular structure, C20H28CrNO2P at a distorted geometry. Source: OMol25; level of theory: ωB97M-V with the def2-TZVPD basis set.

Computed properties:
**E_HOMO (alpha / beta)**: -7.7 / -8.0 eV
**Frontier orbital gap (alpha / beta)**: 7.994 / 8.037 eV
**Total charge**: 0
**Maximum force**: 2.4 eV Å⁻¹
**LUMO (alpha / beta)**: 0.32 / 0.02 eV
**Expectation value of S²**: 6.055
**Spin multiplicity**: 5

Cartesian coordinates (Å):
C  3.37212  2.62582  -1.98845
C  3.05456  2.48303  -0.63137
C  1.97127  1.67539  -0.21187
C  1.25664  0.96997  -1.16982
C  1.55205  1.14241  -2.52035
C  2.62054  1.92750  -2.95169
C  1.72610  1.52385  1.27542
C  0.37488  1.91950  1.91618
N  -0.78833  1.88665  1.04730
Cr  -0.35105  -0.55969  -0.73923
C  0.65550  0.44954  -3.53332
P  -1.03457  0.35712  -2.75033
H  3.65306  2.98939  0.12706
H  2.84361  1.98449  -4.01573
H  4.19295  3.25668  -2.30680
H  0.97376  -0.58659  -3.72486
H  0.56409  0.98992  -4.48399
H  1.91253  0.47395  1.55190
H  2.46809  2.13727  1.80534
H  0.19015  1.16402  2.70866
C  -2.02547  -0.73660  -3.78446
C  -1.68727  2.02298  -3.08665
H  0.49709  2.93060  2.40434
C  -0.99588  3.09920  0.27675
C  -1.99191  1.48763  1.77161
H  -1.49977  -2.10071  -1.28296
H  -1.22841  4.03331  0.85613
H  -0.09429  3.27030  -0.33571
H  -1.82905  2.91204  -0.40660
H  -2.45470  2.24601  2.46221
H  -2.73779  1.20141  1.01055
H  -1.74651  0.57596  2.33540
H  -1.75334  2.10537  -4.18948
H  -2.67754  2.20294  -2.64734
H  -0.98806  2.76953  -2.71224
H  -1.99592  -0.36735  -4.82734
H  -1.60941  -1.74401  -3.72703
H  -3.05863  -0.75603  -3.42786
H  -1.98640  -1.65477  -0.90918
O  1.22446  -2.47742  0.19881
C  0.46886  -2.20102  1.18178
O  -0.28725  -1.16021  1.24456
C  0.31034  -3.13634  2.34735
C  -0.50002  -2.76479  3.43304
C  -0.81455  -3.70404  4.41199
C  -0.32899  -5.01959  4.30349
C  0.48654  -5.38021  3.21509
C  0.79416  -4.44050  2.23670
H  -0.90016  -1.74905  3.46892
H  -1.45427  -3.42002  5.25142
H  -0.59955  -5.76369  5.04804
H  0.86779  -6.39764  3.12030
H  1.38794  -4.69348  1.35430


A molecular structure, C23H23Cl9N5O4V at a distorted geometry. Source: OMol25; level of theory: ωB97M-V with the def2-TZVPD basis set.

Computed properties:
**E_HOMO (alpha / beta)**: -11.1 / -11.1 eV
**Frontier orbital gap (alpha / beta)**: 5.151 / 5.709 eV
**Total charge**: +1
**Relative energy (zero: lowest compared OMol25 entry of this formula, charge and spin)**: 202.7 kJ/mol
**Maximum force**: 4.1 eV Å⁻¹
**LUMO (alpha / beta)**: -5.99 / -5.43 eV
**Expectation value of S²**: 0.801
**Spin multiplicity**: 2

Cartesian coordinates (Å):
O  0.81417  5.04103  -2.16358
V  0.38984  3.56417  -1.66361
N  -0.26723  0.79871  0.09812
O  -0.29332  1.61306  -0.89037
O  -1.06645  0.91919  1.01102
O  0.58070  -0.10768  0.07693
N  -2.39861  -4.16442  3.70588
C  -2.98196  -3.51017  4.71404
C  -3.06140  -2.12317  4.82969
C  -2.58216  -1.36025  3.76641
C  -1.91196  -2.01816  2.75008
C  -1.85294  -3.39717  2.75635
H  -3.40127  -4.13172  5.49603
H  -3.46211  -1.57207  5.66845
H  -2.64979  -0.28489  3.82911
H  -1.54173  -1.46524  1.89306
H  -1.39494  -3.90734  1.91581
N  -3.50220  -1.90791  -3.51503
C  -2.48210  -1.49088  -2.76459
C  -2.28638  -1.83863  -1.44720
C  -3.04542  -2.86740  -0.91010
C  -4.05895  -3.38368  -1.71451
C  -4.29385  -2.84330  -2.96013
H  -1.81699  -0.76544  -3.22408
H  -1.45405  -1.47921  -0.85149
H  -2.91378  -3.26711  0.08490
H  -4.75598  -4.14335  -1.38194
H  -5.15758  -3.09260  -3.56195
N  2.11364  3.37836  -0.32337
C  2.74342  2.17945  -0.27063
C  3.83228  1.96673  0.51140
C  4.37481  3.02365  1.26057
C  3.71117  4.24264  1.24795
C  2.58812  4.36075  0.43897
H  2.33878  1.35705  -0.84630
H  4.26558  0.97760  0.56179
H  5.25238  2.82714  1.86047
H  4.21129  5.07084  1.72837
H  2.08058  5.31752  0.39532
N  1.57871  2.39327  -3.13398
C  2.83394  2.59945  -3.57008
C  3.55495  1.65086  -4.27680
C  2.92637  0.47445  -4.64394
C  1.58156  0.32285  -4.36479
C  0.95312  1.30247  -3.61924
H  3.30712  3.52632  -3.27187
H  4.60190  1.83914  -4.46112
H  3.48044  -0.31236  -5.13973
H  0.95563  -0.49818  -4.68311
H  -0.08358  1.13985  -3.34789
C  -4.15015  1.73676  1.75816
Cl  -3.50012  2.28577  3.32475
Cl  -4.90206  3.07923  0.91324
Cl  -5.34337  0.44450  2.07473
H  -3.30316  1.31042  1.23542
C  1.18183  -0.46841  3.61412
Cl  1.10517  -2.10150  4.28516
Cl  2.84052  0.14800  3.67058
Cl  0.06191  0.65344  4.37859
H  0.89699  -0.51044  2.56814
C  2.82754  -2.47046  -1.08032
Cl  2.99102  -2.91331  0.58096
Cl  3.08341  -3.83653  -2.18758
Cl  4.03409  -1.21150  -1.49112
H  1.82259  -2.10019  -1.24405


9 unconnected molecules or ions with the total composition C11H28Cl16NO3P2 at a distorted geometry. Source: OMol25; level of theory: ωB97M-V with the def2-TZVPD basis set.

Computed properties:
**E_HOMO**: -12.3 eV
**Frontier orbital gap**: 8.225 eV
**Total charge**: +1
**Maximum force**: 4.9 eV Å⁻¹
**LUMO**: -4.04 eV

Cartesian coordinates (Å):
C  2.25374  1.21384  -3.50616
C  1.27475  1.92995  -2.48048
C  0.85827  3.35195  -2.96400
N  -0.59271  3.45955  -3.29212
P  -1.11763  2.26390  -4.41352
P  -2.89776  1.31784  -3.48861
O  -2.65823  -0.16810  -3.36825
O  -3.02533  1.94247  -1.93826
O  -4.26732  1.72782  -4.30435
H  1.72196  0.37671  -4.01627
H  3.12618  0.78778  -2.97016
H  2.64354  1.92877  -4.26271
H  0.43188  1.26650  -2.21388
H  1.87387  2.06768  -1.56017
H  1.46849  3.70214  -3.82194
H  1.04143  4.06254  -2.12679
H  -0.83632  4.36615  -3.69351
H  -0.19502  1.20807  -4.63281
H  -1.45398  2.89270  -5.65667
H  -2.11090  1.90042  -1.60718
H  -5.00110  1.26966  -3.86256
C  0.94873  -1.85806  -0.37724
Cl  2.03363  -2.18106  -1.73410
Cl  -0.54526  -1.06405  -0.91001
H  0.68490  -2.79492  0.10356
H  1.45573  -1.21114  0.33308
C  -5.76007  -2.85312  -2.99888
Cl  -6.37334  -3.83063  -4.33729
Cl  -5.40164  -3.84653  -1.58152
H  -4.84955  -2.35333  -3.31662
H  -6.51078  -2.11680  -2.72883
C  2.06791  -4.42377  2.77986
Cl  3.11642  -4.78434  1.40363
Cl  0.59480  -3.59094  2.25887
H  1.78969  -5.35420  3.26578
H  2.60496  -3.79120  3.47069
C  0.94923  3.70920  1.32148
Cl  2.61182  3.18497  1.57862
Cl  0.09992  2.56826  0.26338
H  0.44169  3.75966  2.27346
H  0.95328  4.68862  0.85173
C  -1.74340  -3.93455  -3.51455
Cl  -0.88797  -5.44882  -3.81394
Cl  -0.87986  -2.55718  -4.21101
H  -2.73042  -3.99260  -3.96395
H  -1.83292  -3.78606  -2.44223
C  2.54945  5.60809  4.96011
Cl  3.49926  5.78554  3.47547
Cl  0.91612  5.00530  4.65663
H  3.05947  4.91201  5.61866
H  2.47141  6.57878  5.43934
C  1.55048  -0.24826  4.71679
Cl  2.95234  0.63980  4.09711
Cl  1.91348  -1.96853  4.90858
H  1.28182  0.16251  5.68512
H  0.72072  -0.13816  4.02432
C  0.76933  -4.30073  7.86797
Cl  1.87276  -4.65814  6.53333
Cl  -0.70459  -3.51172  7.29449
H  0.50172  -5.23080  8.35912
H  1.27091  -3.64138  8.56938


5 unconnected molecules or ions with the total composition C2H12O5 at a distorted geometry. Source: OMol25; level of theory: ωB97M-V with the def2-TZVPD basis set.

Computed properties:
**E_HOMO**: -9.2 eV
**Frontier orbital gap**: 9.963 eV
**Total charge**: 0
**Relative energy (zero: lowest compared OMol25 entry of this formula, charge and spin)**: 47.4 kJ/mol
**SMILES**: C=CO.O.O.O.O
**Maximum force**: 1.1 eV Å⁻¹
**LUMO**: 0.72 eV

Cartesian coordinates (Å):
C  -1.33072  -2.39049  1.17629
C  -0.13033  -1.91119  0.89737
O  0.12867  -1.15922  -0.20545
H  -1.56214  -2.71477  2.17407
H  -2.12251  -2.39091  0.43663
H  0.64366  -1.89060  1.65869
H  1.05189  -1.25264  -0.51155
O  2.57918  -0.52843  -1.21646
H  2.66408  0.41579  -1.02503
H  3.06347  -0.64539  -2.04005
O  1.81327  1.50772  0.59877
H  1.64283  1.90067  1.45954
H  1.00894  1.61583  0.06627
O  -0.84392  3.08429  -0.40542
H  -1.36174  3.49670  0.28801
H  -1.37116  2.35662  -0.77319
O  -1.86994  0.54900  -0.81289
H  -2.53039  0.16732  -1.40745
H  -1.47314  -0.21030  -0.35817


Molecular weight for every record listed, in sequence, given in g/mol: 397.42; 803.49; 851.55; 116.11.